Molecular formula: C6H8N2O2
Method: DFT, ωB97M-V/def2-TZVPD

Positions of all 18 atoms, in Å:
O: 2.3026 1.4150 0.1542
O: -0.9990 2.1316 -0.3414
N: -1.7599 -0.4673 -0.7809
N: 2.6484 -0.5099 -0.5936
C: 1.8486 0.1795 0.1824
C: 0.3752 0.0660 0.1588
C: -0.6633 1.1124 0.5465
C: -0.4003 -1.0023 -0.6227
C: -1.6491 -0.0716 0.6565
C: -0.4273 -1.0282 0.8640
H: 0.0834 -1.6544 -1.3492
H: -0.1119 -1.7362 1.6285
H: -2.5691 -0.0141 1.2436
H: 3.1565 1.0707 -0.6330
H: 2.3833 -1.4890 -0.6582
H: -0.4363 1.5524 1.5246
H: -2.4077 -1.2481 -0.8610
H: -1.3740 1.6935 -1.1193

Calculated values
* LUMO energy: 0.50 eV
* frontier orbital gap: 0.3643 hartree
* highest occupied orbital energy: -9.41 eV
* 2S+1: 1
* DFT total energy: -13422.049 eV

natural (NBO) population analysis, charges in e, atoms 1 to 2:
1. O -0.665
2. O -0.700

=====

Molecular formula: C6H8N2O3S
Method: DFT, ωB97M-V/def2-TZVPD

Positions of all 20 atoms, in Å:
S: -0.2893 1.0356 0.7393
O: -1.5887 1.9857 -1.1192
O: -3.2277 0.8377 -1.8140
O: 0.8335 0.6406 -0.5242
N: -2.2007 0.9394 -1.1988
N: 0.9711 -0.9048 2.0814
C: -0.1295 -2.0261 0.0212
C: 0.7044 -1.8840 1.1422
C: 1.1970 1.8136 -1.1765
C: -0.9920 -1.1947 -0.7373
C: 0.5406 0.4078 2.1200
C: -1.6353 -0.0877 -0.4419
H: 0.3923 0.9423 3.0237
H: -0.0658 -3.0200 -0.3622
H: 0.2837 2.4067 -1.3541
H: -1.0534 -1.6218 -1.8232
H: 1.9420 2.2768 -0.5798
H: 1.5681 1.5888 -2.1767
H: 1.1177 -2.8788 1.3453
H: 1.6320 -1.2571 2.8349

Calculated values
* LUMO energy (alpha / beta): -0.40 / -0.40 eV
* frontier orbital gap (alpha / beta): 0.2611 / 0.2611 hartree
* highest occupied orbital energy (alpha / beta): -7.50 / -7.50 eV
* 2S+1: 1
* DFT total energy: -26300.712 eV

natural (NBO) population analysis, charges in e, atoms 1 to 2:
1. S 0.912
2. O -0.455

=====

Molecular formula: C6H8N2O4
Method: DFT, ωB97M-V/def2-TZVPD

Positions of all 20 atoms, in Å:
O: 2.6010 -0.4304 1.5245
O: 2.4477 -0.3896 -1.0586
O: 0.6162 -0.3945 2.4816
O: 0.9023 2.8918 -0.0968
N: 1.6109 2.0103 0.2306
N: 1.4195 -0.1999 1.5984
C: 0.8272 0.5881 0.4259
C: 0.0425 -0.7336 -1.5552
C: -0.6762 0.9977 0.5135
C: -0.9600 -1.2940 -0.5938
C: -1.6361 -0.2359 0.3536
C: 1.2782 -0.1811 -0.8421
H: -0.5310 -2.0045 0.1348
H: -1.6088 -1.9692 -1.2862
H: -2.0367 -0.6673 1.3071
H: -0.9136 1.3762 1.4439
H: -0.9433 1.8317 -0.0912
H: 0.4239 -1.4672 -2.2762
H: -0.3457 0.0660 -2.1404
H: -2.5179 0.2054 -0.0733

Calculated values
* LUMO energy (alpha / beta): -0.79 / -0.79 eV
* frontier orbital gap (alpha / beta): 0.3244 / 0.3244 hartree
* highest occupied orbital energy (alpha / beta): -9.62 / -9.62 eV
* 2S+1: 1
* DFT total energy: -17515.289 eV
* SMILES: O=N[C@@]1([N+](=O)[O-])CCCCC1=O

natural (NBO) population analysis, charges in e, atoms 1 to 2:
1. O -0.314
2. O -0.461

=====

Molecular formula: C6H8N2S3
Method: DFT, ωB97M-V/def2-TZVPD

Positions of all 19 atoms, in Å:
S: 0.8127 -2.3136 -0.5468
S: -1.1152 0.8335 1.5216
S: 2.4634 0.5307 -1.0641
N: 0.4209 2.3461 -0.9005
N: -0.2373 -0.0816 0.3943
C: -0.7434 2.8674 -0.3921
C: 0.5790 -1.7141 2.1129
C: 0.2772 -1.2270 0.7110
C: -1.4720 2.3049 0.5277
C: -0.0912 -1.6070 -1.9685
C: 1.1456 1.3830 -0.9276
H: 0.6295 -0.8041 2.8204
H: -1.1302 3.9045 -0.8537
H: 0.6590 -0.9468 -2.6077
H: -2.5108 2.7175 0.7320
H: -0.2745 -2.4754 -2.6668
H: 1.6255 -2.2196 2.0991
H: -0.8593 -1.1110 -1.4409
H: -0.1790 -2.3874 2.4496

Calculated values
* LUMO energy: 0.39 eV
* frontier orbital gap: 0.3090 hartree
* highest occupied orbital energy: -8.02 eV
* 2S+1: 1
* DFT total energy: -41834.984 eV
* SMILES: CS/C(C)=N/S/C=C\N=C=S

natural (NBO) population analysis, charges in e, atoms 1 to 2:
1. S 0.289
2. S 0.440

=====

What did the fourth record say?
Molecular formula: C6H8N2S3
Method: DFT, ωB97M-V/def2-TZVPD

Positions of all 19 atoms, in Å:
S: 0.8127 -2.3136 -0.5468
S: -1.1152 0.8335 1.5216
S: 2.4634 0.5307 -1.0641
N: 0.4209 2.3461 -0.9005
N: -0.2373 -0.0816 0.3943
C: -0.7434 2.8674 -0.3921
C: 0.5790 -1.7141 2.1129
C: 0.2772 -1.2270 0.7110
C: -1.4720 2.3049 0.5277
C: -0.0912 -1.6070 -1.9685
C: 1.1456 1.3830 -0.9276
H: 0.6295 -0.8041 2.8204
H: -1.1302 3.9045 -0.8537
H: 0.6590 -0.9468 -2.6077
H: -2.5108 2.7175 0.7320
H: -0.2745 -2.4754 -2.6668
H: 1.6255 -2.2196 2.0991
H: -0.8593 -1.1110 -1.4409
H: -0.1790 -2.3874 2.4496

Calculated values
* LUMO energy: 0.39 eV
* frontier orbital gap: 0.3090 hartree
* highest occupied orbital energy: -8.02 eV
* 2S+1: 1
* DFT total energy: -41834.984 eV
* SMILES: CS/C(C)=N/S/C=C\N=C=S

natural (NBO) population analysis, charges in e, atoms 1 to 2:
1. S 0.289
2. S 0.440